{
  "formula": "C35H95N7O10Y",
  "method": "wB97M-V/def2-TZVPD",
  "s_squared": 0.75,
  "charge": 2,
  "homo_energy_ev": [-11.69, -11.69],
  "homo_lumo_gap_ha": [0.2605, 0.1209],
  "spin_multiplicity": 2,
  "elements": ["Y", "O", "O", "O", "O", "O", "O", "O", "O", "O", "O", "N", "N", "N", "N", "N", "N", "N", "C", "C", "C", "C", "C", "C", "C", "C", "C", "C", "C", "C", "C", "C", "C", "C", "C", "C", "C", "C", "C", "C", "C", "C", "C", "C", "C", "C", "C", "C", "C", "C", "C", "C", "C", "H", "H", "H", "H", "H", "H", "H", "H", "H", "H", "H", "H", "H", "H", "H", "H", "H", "H", "H", "H", "H", "H", "H", "H", "H", "H", "H", "H", "H", "H", "H", "H", "H", "H", "H", "H", "H", "H", "H", "H", "H", "H", "H", "H", "H", "H", "H", "H", "H", "H", "H", "H", "H", "H", "H", "H", "H", "H", "H", "H", "H", "H", "H", "H", "H", "H", "H", "H", "H", "H", "H", "H", "H", "H", "H", "H", "H", "H", "H", "H", "H", "H", "H", "H", "H", "H", "H", "H", "H", "H", "H", "H", "H", "H", "H"],
  "xyz": [[-2.85361, 0.30284, 0.46976], [-1.13625, -2.65678, -5.58752], [-0.58464, -0.28560, 0.49726], [-3.22685, -1.68172, 1.51855], [1.49009, 0.93776, -4.50534], [-3.89891, -0.92712, -1.30224], [4.95973, -1.14368, -1.91150], [7.00965, 0.09957, 3.11018], [0.68601, 0.85546, 6.17228], [-2.00660, 0.43038, 2.93564], [-4.66449, 2.01488, -0.81865], [0.96213, 2.34869, -1.18910], [2.46208, -3.46645, -5.73372], [-2.70211, 2.53782, 1.43339], [6.97349, 0.65321, -0.62370], [4.35572, 0.04923, 5.79896], [-1.88659, 1.56388, -1.43809], [-5.08588, 0.48348, 1.48135], [-6.56093, -0.39395, 3.06390], [2.43130, -0.76288, 4.52815], [6.73118, 0.88880, 0.78884], [-1.08496, 4.01869, 2.31676], [4.86130, -2.25727, -1.07800], [7.10090, -0.33257, 1.73532], [1.67574, 2.18571, -2.46092], [-6.11160, 2.13870, -0.82095], [1.07774, 0.91979, -3.14538], [-1.88288, -0.48744, 4.04688], [-4.51008, -1.84955, 2.20121], [-4.10984, 2.39621, -2.10696], [-4.05990, -1.57809, -2.54363], [-5.48049, -1.62830, -3.20106], [5.31941, 1.48377, 0.91702], [-0.22346, 1.14171, 7.18438], [-2.00022, 2.92306, -3.38622], [0.41609, 1.28630, -5.40822], [2.04852, 0.61903, 6.59283], [-2.04924, -1.79991, -6.25297], [7.40040, -0.93378, 3.97254], [-2.63978, -2.99267, 1.26700], [3.23360, 2.16108, -2.32105], [-2.60412, 2.68330, -2.01479], [-3.44516, -2.98045, -2.53838], [-5.11542, -0.39166, 2.60674], [-1.32656, 2.55743, 2.03383], [1.10958, -3.43669, -5.30499], [-1.35679, 1.69183, 3.26146], [0.54970, -1.08689, 0.75283], [0.79650, -2.02909, -0.35125], [1.74782, -0.18344, 1.01391], [0.19931, -2.44503, -6.08078], [1.05141, -2.97960, -3.83764], [2.99009, 0.37681, 5.38595], [4.01872, -2.76237, -1.55027], [-1.62536, -0.79577, -6.26489], [5.18917, 1.76897, 1.96096], [-4.04014, -3.66847, -1.93778], [2.51075, 1.27973, 7.32627], [-1.02474, 4.60389, 1.39915], [-1.80751, -3.00234, 0.56319], [5.08627, -1.43559, -2.81725], [-1.20555, 1.32912, 6.75025], [2.14126, 0.25420, 0.09642], [-5.48947, -1.90415, -4.25554], [3.12463, -0.87810, 3.69501], [0.60653, -4.38811, -5.47781], [-0.04393, -2.70223, -0.52056], [1.05436, -1.47499, -1.25378], [-5.90723, 0.26520, 0.93560], [-2.60740, 3.72993, -3.79659], [2.96705, -2.69910, -5.31386], [-3.48468, -3.37347, -3.55429], [-6.37289, 2.15308, 0.23717], [-7.22927, -1.01088, 2.46322], [2.55660, -3.33320, -6.73042], [-4.63767, 3.25218, -2.52745], [-0.12356, 4.20882, 2.79389], [6.37550, -1.12980, 1.57305], [-6.93329, 0.62859, 3.12599], [6.24170, 0.11254, -1.06216], [-2.51955, -0.16927, 4.87242], [7.52893, -0.42877, 4.92991], [-3.46087, -3.63564, 0.94995], [-6.49172, 3.11541, -1.12038], [1.46165, 3.01550, -0.61819], [-0.42220, 0.28743, 7.83155], [0.03245, 0.62464, -3.05397], [7.85921, 0.19676, -0.78881], [4.71028, 0.69594, 6.48899], [-2.16952, -1.47617, 3.68861], [1.66723, -2.61357, -0.05405], [0.59630, 0.96331, -6.43355], [2.14317, -1.65783, 5.07963], [-1.98888, 2.16501, 4.01290], [-3.32141, 2.75985, 2.19972], [-4.49430, 0.05222, 3.38473], [-1.66009, 1.01296, -2.25374], [-2.32804, -3.46787, 2.19710], [0.02340, 2.01794, 7.78386], [-5.40534, 1.35194, 1.88611], [-0.34164, 1.59320, 3.64595], [1.36213, -0.02430, -2.68072], [-0.94963, 1.86208, -1.20725], [-6.55190, 1.36771, -1.45324], [1.42148, 3.07550, -3.03689], [1.51501, -1.99444, -3.78630], [0.12262, -2.74799, -7.12502], [0.96378, 1.46689, -0.69662], [-5.25698, -2.45803, 1.69131], [-4.31556, -2.35658, 3.14629], [3.09864, 1.27303, 4.77513], [1.95788, -0.29057, 7.18657], [8.40523, -1.24179, 3.68350], [-0.96951, 3.27752, -3.37640], [4.64345, -1.87230, -0.08179], [-2.44881, 3.49576, -1.30494], [-6.67637, -0.77129, 4.07996], [-6.06323, -2.21658, -2.49225], [-0.88917, -0.71295, 4.43390], [0.44064, -1.38530, -5.99809], [0.44327, -1.69069, 1.65403], [4.95890, 0.25260, 5.01479], [-5.87826, -0.62293, -3.33926], [8.08848, -0.69887, 1.45496], [-0.50899, 2.21232, 1.40090], [0.31462, 2.37144, -5.42505], [1.57912, -0.41270, 3.94569], [6.65603, -1.72988, 3.98847], [2.57072, -0.74661, 1.45413], [-2.25405, -2.23518, -7.23108], [3.66294, 1.92403, -3.29448], [5.76212, -2.87084, -1.06540], [1.58025, 0.58926, 1.76422], [-2.16056, 2.17443, -4.16207], [-2.79453, 3.37127, 0.87042], [3.65522, 3.04362, -1.83995], [1.59975, -3.62810, -3.15436], [5.06313, 2.23626, 0.17125], [0.07799, -2.93387, -3.34930], [-1.87801, 4.49362, 2.89436], [-0.59628, 0.94946, -5.18517], [-4.33928, 1.67908, -2.89511], [4.61475, 0.66281, 0.78439], [3.59050, 1.41478, -1.61129], [7.38636, 1.72169, 1.04406], [-2.37014, -3.02208, -2.36320], [-3.44454, -0.96835, -3.20519], [-2.98023, -1.75243, -5.68808]],
  "forces_ev_per_angstrom": [[3.097, 0.288, -0.273], [-0.085, 0.532, 0.585], [-2.130, 0.271, -0.356], [-1.172, -1.118, -0.001], [-1.546, -0.819, -0.737], [-0.678, -0.629, -1.384], [0.649, 1.602, -0.687], [-0.069, 0.025, -1.748], [1.188, 0.840, -0.861], [1.067, 0.312, 0.767], [0.030, 0.624, -1.313], [-0.233, 0.117, 0.116], [0.933, 0.128, -0.242], [0.562, -0.691, -0.353], [0.099, -0.244, 0.044], [0.040, -0.267, 0.438], [-0.981, -1.398, 0.343], [0.333, 0.681, -0.847], [-0.210, -1.005, 1.466], [0.021, 1.173, -0.918], [0.445, 0.571, -0.094], [0.996, 0.790, 0.386], [-0.722, -0.311, -0.439], [-1.490, 1.976, -0.183], [-0.175, -0.361, 0.528], [0.742, 0.354, 0.626], [1.083, -0.087, -0.430], [-0.373, -0.862, -0.427], [-0.270, 2.047, 1.684], [-0.015, 0.330, -0.118], [-0.489, -0.245, -0.234], [0.808, 1.309, 1.199], [0.080, -1.664, 0.883], [-0.721, -0.092, 0.483], [-1.295, 2.107, -0.577], [0.494, 0.917, -0.012], [-0.042, -1.349, 0.171], [0.399, -0.638, 0.461], [0.608, 0.916, 0.369], [-0.695, -0.685, 0.452], [-0.800, -0.823, 0.240], [-0.184, -0.522, -0.105], [0.436, -0.286, -0.648], [0.129, -2.432, 0.440], [-0.402, 1.090, 0.221], [-1.970, 1.374, 0.528], [-0.618, -0.094, -0.087], [-0.756, 1.583, 0.836], [0.838, -0.524, -0.506], [0.673, -0.375, 0.179], [-0.943, -1.256, -0.011], [0.363, -0.606, 0.462], [-0.704, -0.139, 0.336], [-0.134, -1.068, 1.015], [-0.142, 0.187, -0.536], [-0.160, 0.576, -0.133], [0.227, 0.115, 0.285], [-0.509, 1.071, -0.270], [-0.051, -0.216, -0.323], [-0.304, 0.629, 0.050], [0.085, 0.034, -0.047], [0.066, 0.215, -0.434], [-0.004, 0.074, -0.017], [0.393, -1.082, 0.350], [0.449, -0.901, 0.320], [0.231, -0.289, 0.300], [0.013, 0.038, -0.160], [-0.149, -0.192, -0.194], [0.002, -0.400, -0.747], [0.266, 0.539, -0.295], [0.169, 0.097, 0.087], [-0.350, 0.157, -0.170], [-0.413, -0.679, -0.237], [0.080, 0.157, -0.353], [-0.032, -0.253, -0.225], [0.061, 0.568, 0.546], [-0.042, -0.076, 0.295], [-0.132, -0.338, -0.087], [-0.038, 0.040, -0.218], [-0.035, -0.174, -0.043], [-0.052, 0.032, 0.029], [-0.309, -0.476, 0.316], [0.125, -0.029, -0.579], [0.536, 0.157, -0.599], [0.037, 0.082, 0.244], [0.442, -0.206, 0.359], [-0.758, 1.456, -0.209], [0.110, -0.010, -0.067], [-0.230, 0.132, 0.460], [-0.529, 0.206, -0.079], [0.079, -0.346, -0.325], [0.586, -0.125, 0.210], [0.482, -0.027, -0.098], [0.073, 0.186, 0.372], [-0.282, -0.203, 0.408], [0.183, -0.269, -0.012], [-0.110, -0.918, 0.045], [0.294, 0.457, 0.266], [0.277, 0.013, 0.077], [0.446, 0.747, -0.200], [-0.062, -0.474, 0.167], [1.532, 0.067, 0.170], [0.829, 0.568, 0.549], [-0.196, -0.133, 0.354], [-0.051, -0.149, -0.458], [0.000, 0.198, 0.061], [0.616, 0.215, -0.411], [0.163, -0.151, 0.354], [0.264, 0.130, -0.723], [0.089, -0.113, 0.045], [-0.836, 0.336, -0.154], [0.466, -0.580, -0.091], [-0.023, -0.671, 0.000], [-0.051, -0.294, 0.199], [-0.116, -0.309, 0.015], [-0.065, 0.517, -0.439], [0.084, -0.158, 0.076], [-0.585, -0.110, -0.700], [0.446, 1.011, -0.267], [0.442, 0.032, 0.129], [-0.458, -0.098, 0.526], [0.160, -0.340, -0.386], [-0.220, 0.246, 0.808], [0.246, 0.060, 0.251], [-0.592, -0.370, -0.651], [0.137, 0.259, -0.134], [-0.585, 0.126, 0.422], [0.194, -0.256, 0.176], [0.137, -0.281, -0.173], [-0.093, 0.542, -0.319], [0.237, 0.367, 0.107], [0.009, -0.072, 0.066], [-0.454, 0.188, -0.164], [0.177, -0.690, 0.581], [0.039, -0.014, -0.586], [-0.307, 0.591, -0.682], [0.426, -0.183, -0.254], [0.472, 0.186, 0.298], [-0.302, 0.144, -0.643], [-0.015, -0.219, 0.324], [0.170, -0.691, 0.695], [0.221, -0.906, 0.214], [-0.334, -0.202, -0.207], [-0.374, -0.669, -0.168], [0.368, -0.147, 0.405], [-0.104, 0.185, 0.709], [0.705, 0.387, -0.212], [-0.095, -0.198, 0.091]],
  "lowdin_spin": [-0.001, 0.000, 0.000, 0.009, 0.000, 0.762, 0.000, 0.000, 0.000, 0.000, 0.003, 0.001, 0.000, 0.000, 0.000, 0.000, 0.006, 0.000, 0.000, 0.000, 0.000, 0.000, 0.000, 0.000, 0.000, 0.000, 0.000, 0.000, 0.000, 0.000, 0.101, 0.005, 0.000, 0.000, 0.000, 0.000, 0.000, 0.001, 0.000, 0.001, 0.000, 0.000, 0.044, 0.000, 0.000, 0.000, 0.000, 0.000, 0.000, 0.000, 0.000, 0.000, 0.000, 0.000, 0.000, 0.000, 0.002, 0.000, 0.000, 0.000, 0.000, 0.000, 0.000, -0.001, 0.000, 0.000, 0.000, 0.000, 0.000, 0.000, 0.000, 0.002, 0.000, 0.000, 0.000, 0.000, 0.000, 0.000, 0.000, 0.000, 0.000, 0.000, 0.000, 0.000, 0.000, 0.000, 0.000, 0.000, 0.000, 0.000, 0.000, 0.000, 0.000, 0.000, 0.000, 0.000, 0.000, 0.000, 0.000, 0.000, 0.000, 0.000, 0.000, 0.000, 0.000, 0.000, 0.000, 0.000, 0.000, 0.000, 0.000, 0.000, 0.000, 0.000, 0.000, 0.000, 0.000, 0.003, 0.000, 0.000, 0.000, 0.000, 0.000, 0.000, 0.000, 0.000, 0.000, 0.000, 0.000, 0.000, 0.000, 0.000, 0.000, 0.000, 0.000, 0.000, 0.000, 0.000, 0.000, 0.000, 0.000, 0.000, 0.000, 0.000, 0.000, 0.000, 0.060, 0.001]
}